C6H11N3OS | ωB97M-V/def2-TZVPD

Last column: natural (NBO) charge in e.
CARTESIAN COORDINATES (ANGSTROEM)
S: -0.26703 1.29376 -1.01718  1.28
O: -1.68068 1.25699 -0.64020  -0.95
N: 1.71682 -0.04290 2.63592  -0.22
N: 0.33093 -0.05970 2.88362  -0.37
N: -1.59350 0.86485 2.07974  -0.78
C: 0.29900 -0.46937 -1.35869  -0.38
C: -0.47944 -1.48737 -0.53771  -0.65
C: 0.18965 -0.66525 -2.88981  -0.63
C: 0.59955 1.15345 0.90570  -0.53
C: 1.91780 0.56016 1.50044  -0.01
C: -0.26628 0.71289 1.97753  0.37
H: -1.64195 -1.34491 -0.43509  0.24
H: -0.88966 -0.35994 -3.29679  0.22
H: 0.99459 2.07873 1.10813  0.26
H: -2.26815 1.40754 1.40612  0.43
H: -0.11800 -1.41300 0.49602  0.23
H: 1.02793 -0.08199 -3.41353  0.22
H: 1.31894 -0.45780 -1.03800  0.23
H: 2.91983 0.77530 1.05128  0.20
H: 0.24281 -1.63387 -3.19819  0.22
H: -2.16049 0.37827 2.71144  0.40
H: -0.19266 -2.46583 -0.93075  0.22

Total energy = -872.7787 Ha
ΔE to the lowest compared entry with this formula, charge and spin = 383.2 kJ/mol

C28H44AsBrF6Ge2N4PV | ωB97M-V/def2-TZVPD

Last column: Löwdin charge in e.
CARTESIAN COORDINATES (ANGSTROEM)
Br: -2.33759 -0.04226 -2.07414  1.02
As: 2.26627 -1.12150 -0.59823  0.81
Ge: -1.69140 -0.33778 1.32507  0.95
Ge: 1.65909 -0.66243 3.32109  1.16
V: -0.07581 0.52798 -0.82426  0.44
P: -0.58856 2.66807 -0.09003  0.97
F: 3.52729 -0.77548 0.43169  -0.14
F: 2.00405 0.67010 -0.74824  -0.28
F: 1.09801 -0.70868 0.84201  -0.36
F: 3.14410 -1.17278 -2.00064  -0.11
F: 0.73108 -1.30854 -1.47294  -0.25
F: 2.22145 -2.71747 -0.13280  -0.13
N: -1.87777 5.07172 -0.39753  -0.13
N: -1.18245 4.52754 1.86936  -0.13
N: -0.02597 1.11740 -2.75359  -0.13
N: 0.47713 5.19482 0.22109  -0.13
C: 2.09934 2.11559 -5.71769  0.00
C: -1.22185 -0.36937 7.48620  -0.02
C: 0.86874 3.88462 -0.23455  -0.27
C: 0.99369 1.58689 -3.51872  -0.03
C: -1.08571 0.58651 -3.37010  -0.64
C: 0.08862 5.23383 1.63908  -0.14
C: -4.24178 0.63111 2.34059  -0.13
C: 1.18428 -0.19901 7.39312  -0.02
C: 3.24628 -2.52464 4.75885  -0.12
C: -2.68592 -2.87634 1.73181  -0.11
C: -2.23900 5.11588 1.02776  -0.13
C: -1.18078 0.00966 3.10464  -0.21
C: -0.12591 -0.26664 5.34356  -0.24
C: -1.23205 0.50486 -4.72078  -0.02
C: -1.88087 3.74665 -0.96280  -0.27
C: -1.29236 -0.36244 6.10404  0.00
C: 1.10228 -0.20710 6.01277  -0.09
C: 0.94966 1.56720 -4.90193  -0.20
C: 2.63185 0.94641 2.94329  -0.31
C: -0.18894 1.02117 -5.48897  0.06
C: 0.01092 -0.27957 8.13063  -0.02
C: 2.33037 -2.44074 3.51526  -0.29
C: 2.58692 1.98122 4.08164  -0.13
C: -1.55647 -2.23425 0.89693  -0.32
C: -3.46748 0.39334 1.03035  -0.38
C: -0.12438 -0.27888 3.87246  -0.29
C: -1.06860 3.10062 1.69993  -0.29
C: -0.60408 5.78530 -0.59178  -0.13
H: 3.14757 1.64828 4.95730  0.08
H: -1.61757 3.78879 -2.01605  0.10
H: -2.86152 3.28579 -0.87468  0.09
H: 3.05700 1.75293 -5.34267  0.10
H: -0.32738 5.77110 -1.64514  0.14
H: -2.55550 -2.71313 2.80382  0.08
H: 2.14551 -0.13612 7.89427  0.13
H: -4.30993 -0.27599 2.95027  0.08
H: -2.25873 -0.46547 5.61617  0.12
H: -2.37038 6.15245 1.31538  0.14
H: 1.85417 1.97922 -2.99856  0.13
H: -3.80149 1.42479 2.95132  0.07
H: 3.62548 -3.54343 4.84070  0.10
H: 0.87105 4.78251 2.24765  0.13
H: -2.13139 -0.45681 8.07300  0.13
H: -2.10827 0.04897 -5.17050  0.14
H: 1.70989 3.50849 0.34123  0.09
H: -0.57743 -2.59370 1.18146  0.06
H: 0.05851 -0.28636 9.21555  0.13
H: 2.14829 1.32295 2.04184  0.05
H: -3.96564 -0.36972 0.41861  0.06
H: 1.46416 -3.09170 3.59405  0.08
H: 4.11172 -1.86200 4.68339  0.09
H: -2.05396 0.40974 3.62789  0.06
H: 3.05744 2.90918 3.74148  0.09
H: 2.01061 1.83477 -6.76667  0.10
H: -0.03234 6.27025 1.93564  0.14
H: -0.31324 2.69418 2.36769  0.08
H: 2.86534 -2.66405 2.60880  0.06
H: -1.69049 -2.40933 -0.16792  0.06
H: -0.26968 0.99007 -6.57296  0.15
H: -2.66576 -3.95515 1.55339  0.10
H: -3.67947 -2.52159 1.44572  0.08
H: 2.04492 -0.13821 5.44515  0.07
H: -3.17569 4.58713 1.18796  0.14
H: -0.73996 6.81575 -0.28205  0.14
H: 1.57035 2.21136 4.40100  0.07
H: -5.26297 0.93592 2.09904  0.10
H: 3.64863 0.65916 2.68896  0.08
H: -2.02033 2.62267 1.92792  0.06
H: -3.41191 1.29619 0.42286  0.03
H: 2.71341 -2.30163 5.68413  0.06
H: 2.11958 3.20836 -5.66675  0.11
H: 1.16364 3.93110 -1.27973  0.09

2S+1 = 4
Expectation value of S² = 3.776
Net charge = +3
Total energy = -12159.6553 Ha
ΔE to the lowest compared entry with this formula, charge and spin = 92.6 kJ/mol

C23H50B3N6O5P3S | ωB97M-V/def2-TZVPD

Last column: Löwdin charge in e.
CARTESIAN COORDINATES (ANGSTROEM)
S: -1.01599 -2.87328 4.64388  0.04
P: -0.64761 -0.99679 4.13623  0.41
P: -0.90169 2.11462 0.28129  0.78
P: -3.43626 -1.66211 -4.64315  0.77
O: -2.04134 -1.81944 -4.02272  -0.28
O: -1.59619 1.27377 1.36067  -0.29
O: 2.99448 0.83586 6.37206  0.24
O: 1.72773 0.66817 4.29628  0.18
O: 1.29666 -0.89828 6.23705  0.19
N: -5.07091 -1.38757 -5.33455  -0.31
N: -2.90077 -2.13781 -6.21717  -0.34
N: -4.09314 -2.91905 -3.69290  -0.35
N: -0.02915 2.97766 -1.02746  -0.31
N: -0.53494 3.39213 1.35128  -0.34
N: -2.35752 2.31929 -0.62795  -0.34
C: -1.97545 -1.16142 -6.79793  -0.14
C: 3.61956 -1.65769 7.11904  0.06
C: 4.48956 -2.47215 7.41158  0.13
C: -5.57612 -2.04370 -6.53003  -0.14
C: 0.82587 2.05912 -1.79358  -0.15
C: -3.48969 3.05208 -0.07201  -0.12
C: 8.35289 -2.45809 4.11035  -0.08
C: -2.37798 -3.47875 -6.45501  -0.12
C: 5.54271 1.78020 4.83548  -0.19
C: -0.65062 3.92051 -1.94369  -0.14
C: -4.79254 -4.11281 -4.10037  -0.14
C: 7.40655 -3.12233 3.15063  -0.09
C: 4.19230 1.50999 4.04077  -0.08
C: 7.89270 -1.28385 4.90027  -0.04
C: 5.57363 -1.44948 3.84580  -0.03
C: 6.00196 -2.64708 3.01401  -0.06
C: -5.38434 0.04607 -5.40817  -0.15
C: -4.55062 -2.49334 -2.37754  -0.13
C: 0.70198 3.20727 2.09711  -0.14
C: 6.12656 0.54336 5.64114  -0.16
C: 6.48188 -0.72419 4.77897  -0.17
C: -0.85081 4.79605 1.25144  -0.13
C: -2.83960 1.04973 -1.17720  -0.15
B: 0.98611 -0.33615 4.97399  -0.62
B: 2.96766 0.98119 4.95370  -0.48
B: 2.63410 -0.54016 6.58322  -0.47
H: -3.90784 -1.70195 -1.97981  0.06
H: -4.51573 -3.31460 -1.65682  0.09
H: -5.85131 -3.92146 -4.32277  0.08
H: 0.67732 3.74152 3.05123  0.09
H: -1.90708 -1.28835 -7.88131  0.08
H: -3.33607 0.43894 -0.41388  0.08
H: -4.40639 2.86461 -0.63772  0.08
H: 0.12678 4.48841 -2.46603  0.09
H: -4.75656 -4.86547 -3.30674  0.09
H: 5.31455 2.60391 5.59065  0.12
H: 6.33139 2.20686 4.13705  0.12
H: -5.13610 -1.64307 -7.44997  0.08
H: 1.54081 2.60537 -2.41469  0.08
H: -3.68826 2.79463 0.97332  0.09
H: 7.11150 0.89953 6.09837  0.11
H: 5.24695 -3.11023 2.30756  0.10
H: -3.33057 4.12791 -0.14624  0.06
H: -0.97050 -1.24863 -6.36851  0.08
H: -6.45055 0.21222 -5.58412  0.08
H: -1.73679 -0.18245 4.62078  -0.01
H: -5.41139 -3.11987 -6.51577  0.06
H: -6.66088 -1.90528 -6.59183  0.09
H: 0.85851 2.15109 2.33530  0.06
H: 5.48507 0.25729 6.53925  0.11
H: 0.23050 1.40090 -2.43787  0.07
H: -5.13550 0.53605 -4.46093  0.07
H: -0.57380 -0.96447 2.71468  -0.03
H: -2.00748 0.46542 -1.58409  0.07
H: 5.41940 -3.01087 7.73359  0.07
H: -1.86441 4.97615 0.90403  0.05
H: -0.15392 5.33544 0.59553  0.08
H: -3.54025 1.22226 -1.99912  0.07
H: -4.33819 -4.59387 -4.96218  0.05
H: -1.26947 3.42777 -2.70165  0.08
H: -1.69482 -3.81232 -5.66750  0.09
H: -0.80331 5.26873 2.23745  0.09
H: 4.50606 -1.12898 3.71917  0.08
H: -1.26610 4.65724 -1.42947  0.06
H: 1.40804 1.42914 -1.11306  0.08
H: 8.62769 -0.80472 5.61302  0.10
H: 9.39203 -2.87565 4.17323  0.09
H: -4.81470 0.54050 -6.20497  0.07
H: -3.18885 -4.20107 -6.54781  0.06
H: 1.57021 3.55337 1.51933  0.08
H: 4.33711 0.87958 3.10157  0.11
H: -5.57663 -2.10276 -2.42045  0.08
H: 3.84665 2.52977 3.64511  0.12
H: -2.32868 -0.14080 -6.61686  0.07
H: 7.73003 -3.99185 2.51231  0.09
H: -1.84009 -3.53750 -7.40511  0.08

Total energy = -3107.7804 Ha

C5H11O3 | ωB97M-V/def2-TZVPD

Last column: natural (NBO) charge in e.
CARTESIAN COORDINATES (ANGSTROEM)
O: 1.43176 0.19706 -2.17873  -0.76
O: -0.92419 -3.12935 -2.95647  -1.00
O: -0.60504 -0.69743 -1.84777  -0.83
C: -0.00298 1.12708 -0.49722  -0.49
C: -0.62895 1.43128 1.91153  -0.61
C: 1.05670 -0.34254 1.25301  -0.62
C: -0.24224 0.40418 0.85048  -0.24
C: 0.32326 0.12992 -1.61799  0.76
H: -0.95020 1.58092 -0.77116  0.20
H: 0.89890 -1.41916 1.33246  0.20
H: 1.78823 -0.26463 0.45030  0.23
H: -0.73005 -2.17097 -2.79732  0.52
H: -0.99201 -0.35170 0.61718  0.23
H: -0.88700 2.39751 1.48693  0.20
H: 1.49002 -0.03721 2.20073  0.18
H: 0.76354 1.88419 -0.33115  0.19
H: -1.53239 1.20500 2.49927  0.20
H: -0.37986 -3.53708 -2.28470  0.45
H: 0.12250 1.59294 2.68061  0.19

Net charge = -1
Total energy = -422.9058 Ha
ΔE to the lowest compared entry with this formula, charge and spin = 20.6 kJ/mol